Computed, not measured: one molecule with the formula C21H23Cl2N3O3, with wB97M-V/def2-TZVPD.

```
52
Properties=species:S:1:pos:R:3:forces:R:3
C -5.214202 -1.440980 1.340329 0.0 0.0 -0.3
C -4.534984 -2.565904 0.588525 -0.2 0.2 0.1
O -4.554719 -2.635137 -0.624010 -0.1 0.1 -0.3
N -3.928896 -3.521383 1.340481 0.1 -0.3 0.1
C -3.700706 -3.471553 2.762401 0.1 0.1 0.1
H -3.812666 -4.488962 3.152338 0.0 0.1 0.0
C -2.271173 -2.946356 3.036064 0.0 -0.1 0.2
N -1.384442 -3.330553 1.956785 -0.1 -0.2 0.1
C -0.716388 -2.360051 1.226176 0.3 0.2 -0.2
C -0.484813 -2.470122 -0.147415 -0.1 -0.1 0.3
C 0.237889 -1.515928 -0.834630 0.1 0.2 -0.1
C 0.749486 -0.407839 -0.170195 -0.2 -0.4 0.0
C 0.526759 -0.284848 1.198287 0.0 0.0 -0.2
C -0.183947 -1.245011 1.884927 -0.1 0.0 0.0
H -0.305259 -1.137576 2.952067 0.0 0.0 0.1
H 0.925667 0.567184 1.731481 0.1 0.1 0.1
N 1.492284 0.596247 -0.805767 0.1 0.3 0.4
C 1.852457 0.697426 -2.098181 0.2 0.7 0.1
O 1.603231 -0.088671 -2.986886 0.0 -0.1 -0.2
C 2.701354 1.952622 -2.401917 0.2 -0.4 -0.5
C 4.132459 1.498162 -2.695682 -0.3 0.2 0.1
H 4.759202 2.337541 -2.987763 0.1 0.0 0.0
H 4.558049 1.038365 -1.806211 0.0 0.0 0.1
H 4.112163 0.765654 -3.497401 0.0 0.0 -0.1
H 2.260766 2.425577 -3.288742 0.0 -0.1 0.2
O 2.646284 2.828399 -1.286941 0.0 0.1 0.0
C 2.963646 4.137681 -1.412345 0.0 0.3 0.2
C 3.342728 4.788500 -2.580813 -0.1 -0.3 0.1
C 3.632068 6.142713 -2.576271 0.0 0.1 0.2
C 3.548691 6.864501 -1.399113 -0.1 -0.3 0.0
C 3.171513 6.243673 -0.216800 0.0 0.0 -0.2
C 2.882935 4.894658 -0.233734 0.0 -0.1 -0.3
Cl 2.406137 4.101368 1.220049 -0.1 0.0 0.3
H 3.102871 6.802430 0.702437 0.0 0.0 0.1
Cl 3.915068 8.550323 -1.390275 0.1 0.2 0.0
H 3.924143 6.632428 -3.491215 0.0 0.1 -0.1
H 3.413997 4.247087 -3.509904 0.0 -0.1 -0.1
H 1.781639 1.358204 -0.204364 0.0 0.0 -0.2
H 0.397917 -1.621188 -1.894318 0.0 0.0 0.0
H -0.882835 -3.300066 -0.707253 -0.1 -0.1 0.0
C -1.745384 -4.598338 1.371992 -0.1 0.0 0.0
H -0.972570 -4.916116 0.673403 0.0 -0.1 0.1
C -3.121564 -4.529744 0.678375 0.1 -0.1 -0.3
H -3.623739 -5.503280 0.724936 0.1 0.0 -0.1
H -3.037602 -4.230548 -0.368305 0.0 -0.1 0.1
H -1.775208 -5.329766 2.187827 0.0 0.0 -0.1
H -2.294138 -1.858206 3.107090 0.0 -0.1 0.0
H -1.908714 -3.350169 3.991357 -0.1 0.1 0.0
H -4.435439 -2.840457 3.257551 0.0 -0.1 0.0
H -5.668585 -0.778753 0.608655 0.0 0.0 0.0
H -4.492198 -0.876728 1.926139 0.0 0.1 0.1
H -5.991231 -1.826509 1.996779 0.0 0.0 0.1
```
Forces are in eV/Å.

lowest unoccupied orbital energy	0.61	eV
energy relative to the best compared isomer or geometry (same formula, charge and spin)	10.48	kJ/mol
frontier orbital gap	8.0	eV
structure (SMILES)	CC(=O)N1CCN(c2ccc(NC(=O)[C@H](C)Oc3ccc(Cl)cc3Cl)cc2)CC1
2S+1	1

Computed, not measured: a 2-piece molecular cluster, ClHNO2S overall in a non-equilibrium geometry, with wB97M-V/def2-TZVPD.

```
6
Properties=species:S:1:pos:R:3:forces:R:3
N 1.141843 0.003912 -0.260149 -1.5 3.2 1.6
O 0.508093 2.412583 0.345244 1.1 0.4 1.5
O -1.170572 1.202767 -0.716849 -0.7 -1.5 0.7
S 0.053152 1.104471 0.024911 1.8 -1.1 -3.7
Cl -1.457189 -3.788925 0.615216 0.2 0.2 0.0
H 0.924673 -0.934809 -0.008374 -0.9 -1.2 -0.1
```
Forces are in eV/Å.

lowest unoccupied orbital energy	0.60	eV
energy relative to the best compared isomer or geometry (same formula, charge and spin)	191.91	kJ/mol
frontier orbital gap	4.4	eV
net charge	-1
2S+1	1

Computed, not measured: C4H3O2Sc as an isolated structure in a non-equilibrium geometry, with wB97M-V/def2-TZVPD.

```
10
Properties=species:S:1:pos:R:3:forces:R:3
O -0.691065 2.377612 -0.765342 3.1 1.4 -3.2
C -0.336331 1.121727 -1.081533 -3.1 -2.2 0.9
C 0.356772 0.370110 -0.137576 0.2 -1.8 1.3
C -0.208102 -0.887318 0.229234 -0.8 2.6 -2.5
C 0.495038 -1.785858 1.077456 1.6 -1.0 4.4
O 0.843621 -1.581762 2.266080 -1.1 -0.2 -3.3
H 1.257086 0.785343 0.347651 -0.3 -0.2 0.1
H 0.702182 -2.794821 0.653103 0.0 0.4 -0.2
Sc -2.136938 -0.296498 -0.909095 2.4 0.0 0.4
H -0.282264 2.691466 -1.679978 -1.9 0.9 2.0
```
Forces are in eV/Å.

<S²>	0.7656
lowest unoccupied orbital energy (spin up / spin down)	-5.94 / -5.93	eV
frontier orbital gap (spin up / spin down)	6.7 / 7.3	eV
net charge	+1
2S+1	2

Computed, not measured: C2H4Fe as an isolated structure in a non-equilibrium geometry, with wB97M-V/def2-TZVPD.

```
7
Properties=species:S:1:pos:R:3:forces:R:3
C 0.288049 -0.448106 0.222766 0.5 -3.2 0.2
C -0.386950 0.758029 -0.073846 -0.5 1.7 -1.3
H 1.179105 -0.704445 -0.375409 -0.4 0.1 0.1
H 0.536839 -0.666795 1.277223 -0.1 0.2 -0.3
H -0.972897 1.114660 0.795741 0.0 0.0 -0.4
Fe -0.216014 1.798330 -1.859009 -0.2 -0.8 1.4
H -0.428132 -1.851672 0.012533 0.9 2.1 0.2
```
Forces are in eV/Å.

<S²>	8.7839
lowest unoccupied orbital energy (spin up / spin down)	4.26 / 3.69	eV
frontier orbital gap (spin up / spin down)	5.8 / 5.2	eV
net charge	-1
2S+1	6